Density functional theory data (the ωB97M-V functional and the def2-TZVPD basis) for an isolated molecule of C6H9N5.

The geometry in XYZ format:
```
20
Properties=species:S:1:pos:R:3:forces:R:3
C -0.74598 2.40759 -1.32942 -0.704 -0.389 0.138
C 0.13447 1.25400 -1.68189 0.709 0.491 -0.354
C -0.19340 0.49462 -2.93951 -0.168 0.672 0.119
N 1.15341 0.89321 -0.97738 -1.318 -1.286 -0.009
C 0.87990 0.07569 0.11687 1.006 1.205 -0.254
N 0.35793 0.63780 1.21320 -0.172 -0.436 0.609
N 0.07369 -0.15850 2.22041 0.021 0.459 -0.538
C 0.33481 -1.45336 2.06817 -0.165 -0.584 0.389
C -0.02562 -2.35289 3.20912 0.392 0.662 0.247
N 0.88788 -2.00761 0.99673 0.117 0.401 -0.566
N 1.17297 -1.21658 -0.02186 -0.079 -0.471 0.537
H -1.69054 2.32840 -1.85920 -0.134 0.155 -0.069
H -0.28900 3.35577 -1.60234 0.274 0.023 -0.001
H -0.94381 2.41224 -0.25940 0.222 0.096 0.179
H 0.56494 0.68608 -3.69336 0.219 -0.212 -0.059
H -0.21187 -0.55840 -2.66946 0.201 -0.168 -0.150
H -1.15499 0.80541 -3.33381 -0.109 -0.073 -0.172
H 0.44295 -3.32125 3.10539 -0.166 -0.229 -0.140
H -1.10315 -2.40254 3.32617 -0.136 -0.253 -0.092
H 0.35541 -1.87967 4.11158 -0.011 -0.062 0.186
```
Forces are in eV/Å.

Output
- SMILES: CC(C)=Nc1nnc(C)nn1
- Multiplicity: 1
- LUMO: -0.0158 Eh
- Highest occupied orbital energy: -8.479 eV
- ΔE to the lowest compared entry with this formula, charge and spin: 4.033 eV
- Energy: -13814.421 eV

Results of the Mulliken charge analysis, in e, for atoms 1 through 8: -1.0294, 0.7256, -1.0078, -0.3626, 0.3613, -0.1520, -0.4313, 0.5903



Density functional theory data (the ωB97M-V functional and the def2-TZVPD basis) for an isolated molecule of C6H9NO.

The geometry in XYZ format:
```
17
Properties=species:S:1:pos:R:3:forces:R:3
O 2.79998 2.30343 -1.27883 1.299 1.076 -1.782
C 1.66563 2.00531 -1.04334 3.214 -0.448 1.632
C 1.54883 1.10089 0.05699 -1.033 -3.293 1.944
C 0.17805 0.88389 0.75100 -1.773 -0.498 -0.577
C -0.46184 -0.54323 0.61551 1.845 0.867 0.959
C -1.54778 -0.86603 -0.04429 -0.079 -1.784 -0.241
N -2.12041 -2.21603 -0.19562 0.544 1.933 0.391
C -2.28375 -2.83446 0.87940 -2.619 -5.446 -2.688
H 0.88987 2.48458 -1.45486 -3.439 1.687 -2.150
H 1.75875 0.05384 -0.38200 0.491 1.526 0.809
H 2.35046 1.49051 0.75601 -0.928 -1.180 -0.566
H -0.64472 1.56855 0.43578 0.802 -0.058 -0.229
H 0.27584 1.11687 1.79732 0.103 -0.162 0.554
H 0.07268 -1.33461 1.12665 0.141 -0.125 0.148
H -1.98582 -0.13696 -0.64994 -1.122 0.930 -0.866
H -2.84173 -4.02950 0.84541 1.741 3.583 -0.156
H -2.02726 -2.60675 1.83394 0.813 1.392 2.817
```
Forces are in eV/Å.

Output
- SMILES: C=N/C=C/CCC=O
- Multiplicity: 1
- LUMO: 0.0345 Eh
- Highest occupied orbital energy: -9.534 eV
- ΔE to the lowest compared entry with this formula, charge and spin: 3.712 eV
- Energy: -9901.892 eV

Results of the Mulliken charge analysis, in e, for atoms 1 through 8: -0.4720, -0.1539, -0.2795, -0.8007, -0.3685, -0.1721, -0.4590, -0.3083



Density functional theory data (the ωB97M-V functional and the def2-TZVPD basis) for an isolated molecule of C6H9NO.

The geometry in XYZ format:
```
17
Properties=species:S:1:pos:R:3:forces:R:3
C -1.37486 -0.23810 0.43970 -1.619 2.360 -1.187
C -1.16679 1.33972 0.05164 -7.194 0.524 2.677
C -0.00562 1.88060 -0.21727 0.690 -2.686 -0.279
C 0.93597 0.74853 0.10759 -1.789 -0.550 3.419
C 1.25634 -1.27699 0.19852 3.062 -1.556 -4.868
C -0.10300 -0.46266 -0.16445 7.865 -1.911 2.229
H -2.03964 -1.85041 -0.28864 -1.906 3.611 -1.175
H -1.82882 -0.48340 1.45773 1.808 0.744 -0.835
H -2.22244 1.79776 0.35835 2.471 0.107 -1.475
H 0.25990 2.79909 -0.56800 0.272 2.634 -0.481
H 1.02250 0.94575 1.28619 -0.106 -0.872 -2.099
H 2.33584 0.07478 -1.22181 -0.228 -0.827 1.359
H 1.43568 -1.85787 1.10582 0.077 1.049 0.341
H 1.81207 -2.02110 -0.69150 -2.418 1.325 2.352
H -0.14209 -0.59313 -1.21679 -0.621 0.293 -0.899
N 2.19243 0.02091 -0.17571 -1.825 -0.424 -0.452
O -2.36746 -0.82349 -0.46137 1.460 -3.821 1.372
```
Forces are in eV/Å.

Output
- SMILES: O[C@@H]1C=C[C@@H]2NC[C@@H]12
- Multiplicity: 1
- LUMO: 0.0278 Eh
- Highest occupied orbital energy: -8.781 eV
- ΔE to the lowest compared entry with this formula, charge and spin: 7.093 eV
- Energy: -9898.511 eV

Results of the Mulliken charge analysis, in e, for atoms 1 through 8: 0.1894, -0.4707, -0.8219, 0.0598, -0.6095, -0.0040, 0.3566, 0.2987



Density functional theory data (the ωB97M-V functional and the def2-TZVPD basis) for an isolated molecule of C6H9NO.

The geometry in XYZ format:
```
17
Properties=species:S:1:pos:R:3:forces:R:3
C 1.45517 0.91502 0.35170 -1.775 2.095 -1.511
C 0.23726 0.45695 -0.51299 0.248 2.810 1.171
C -0.25406 -0.83644 -0.22574 -0.087 -3.026 1.671
C -1.35240 -0.85352 0.90636 0.905 -0.967 1.772
C -1.62362 -1.10108 -0.47195 -1.565 -0.898 -1.217
C -2.44910 -1.62295 -1.34608 -0.197 -0.497 -0.511
H 2.43142 2.75555 0.68144 -1.234 -1.054 -0.449
H 0.90306 2.96771 -0.13001 0.997 -1.666 0.461
H -0.65974 1.15976 -0.27387 1.746 -0.667 -0.881
H 0.49404 0.44932 -1.54530 0.394 0.864 -1.018
H 0.36551 -1.76407 -0.35153 -0.216 1.210 0.431
H -1.27865 -1.73047 1.61798 -0.473 1.294 -0.769
H -1.62430 0.13980 1.31399 0.365 -0.819 -0.055
H -2.06035 -1.80848 -2.38451 -0.905 0.089 1.085
H -3.43137 -1.95837 -0.95914 0.493 0.285 -0.891
N 1.60022 2.28268 0.25488 0.507 2.387 0.108
O 2.19742 0.25783 1.00488 0.798 -1.440 0.603
```
Forces are in eV/Å.

Output
- SMILES: C=C1C[C@@H]1CC(N)=O
- Multiplicity: 1
- LUMO: 0.0312 Eh
- Highest occupied orbital energy: -9.590 eV
- ΔE to the lowest compared entry with this formula, charge and spin: 2.272 eV
- Energy: -9903.333 eV

Results of the Mulliken charge analysis, in e, for atoms 1 through 8: 0.4678, -0.5764, -0.2203, -0.5887, 0.2983, -0.7596, 0.2428, 0.2093



Density functional theory data (the ωB97M-V functional and the def2-TZVPD basis) for an isolated molecule of C6H9NO.

The geometry in XYZ format:
```
17
Properties=species:S:1:pos:R:3:forces:R:3
C 1.27367 0.92761 -0.53539 -3.113 0.767 2.952
C 1.13652 -0.59515 -0.14902 0.466 -1.619 -0.908
C -0.24549 -1.20115 -0.82329 1.345 -2.505 1.831
C -1.10275 0.57289 0.03552 -2.300 3.407 2.086
C 0.18005 1.17762 0.72397 0.039 -1.533 -1.753
C 0.70065 -0.19902 1.26392 2.169 1.805 0.950
H 2.08181 -1.27507 -0.24343 -1.904 1.170 -0.021
H -0.07090 -1.85021 -1.60676 0.794 -1.351 -1.804
H -0.85849 -1.84821 -0.04918 1.541 0.865 -0.784
H -1.87964 -0.09159 -1.79018 2.182 -0.878 1.397
H -1.48298 -0.14490 1.02463 -0.545 2.055 -3.060
H -1.55516 1.62361 -0.04107 -1.130 -2.209 -0.610
H -0.34793 2.10465 1.22152 2.387 -1.654 -0.237
H -0.22875 -0.73726 1.51305 1.659 -0.481 1.451
H 1.63512 -0.07053 1.90589 -1.639 -0.758 -0.115
N -0.98106 -0.12419 -1.19846 -3.033 3.490 -0.494
O 1.74535 1.73089 -1.25170 1.084 -0.569 -0.882
```
Forces are in eV/Å.

Output
- SMILES: O=C1[C@@H]2CNC[C@H]1C2
- Multiplicity: 1
- LUMO: 0.0329 Eh
- Highest occupied orbital energy: -8.960 eV
- ΔE to the lowest compared entry with this formula, charge and spin: 4.984 eV
- Energy: -9900.620 eV

Results of the Mulliken charge analysis, in e, for atoms 1 through 8: 0.2047, 0.1861, -0.8812, -0.8416, -0.1210, -0.9213, 0.4252, 0.4955



Density functional theory data (the ωB97M-V functional and the def2-TZVPD basis) for an isolated molecule of C6H9NO.

The geometry in XYZ format:
```
17
Properties=species:S:1:pos:R:3:forces:R:3
C -0.95595 1.41537 0.22996 -2.783 0.206 0.843
C -1.07931 -1.38531 0.23158 -3.113 0.134 1.326
C 0.41743 -1.16033 0.09149 1.504 4.077 -0.702
C 0.54553 1.03810 0.22611 0.607 -0.391 0.655
C 2.06761 0.59987 0.03785 -2.437 -0.503 1.080
C 1.92606 -0.73996 0.03569 2.308 -2.261 -0.959
H -1.32615 2.19590 -0.44170 0.419 -0.383 -0.677
H -1.45432 1.77590 1.18719 1.175 -1.024 -0.645
H -1.98438 -0.04860 -1.10274 -0.289 0.385 -1.262
H -1.68778 -2.05489 -0.40996 0.907 -0.033 0.092
H -1.37631 -1.62656 1.35074 0.714 0.558 -2.337
H 0.28165 -0.51682 -0.91056 -0.016 -2.344 0.847
H 0.40672 0.80163 -0.83942 0.021 -0.407 -0.670
H 2.82974 1.19171 -0.31917 1.751 0.948 -0.476
H 2.74332 -1.43363 -0.21560 -0.427 0.483 0.026
N -1.60654 0.01741 -0.19840 -0.114 0.416 2.522
O 0.25266 -0.06980 1.04692 -0.228 0.138 0.336
```
Forces are in eV/Å.

Output
- SMILES: C1=C[C@H]2CNC[C@@H]1O2
- Multiplicity: 1
- LUMO: 0.0357 Eh
- Highest occupied orbital energy: -8.605 eV
- ΔE to the lowest compared entry with this formula, charge and spin: 10.661 eV
- Energy: -9894.943 eV

Results of the Mulliken charge analysis, in e, for atoms 1 through 8: -0.4412, -0.4015, 0.1147, -0.0623, -0.5706, -0.3571, 0.3531, 0.2251



Number 5 is which compound?
C6H9NO



The lowest ΔE to the lowest compared entry with this formula, charge and spin belongs to which entry?
number 4



Please write out number 3 again, unchanged.
Density functional theory data (the ωB97M-V functional and the def2-TZVPD basis) for an isolated molecule of C6H9NO.

The geometry in XYZ format:
```
17
Properties=species:S:1:pos:R:3:forces:R:3
C -1.37486 -0.23810 0.43970 -1.619 2.360 -1.187
C -1.16679 1.33972 0.05164 -7.194 0.524 2.677
C -0.00562 1.88060 -0.21727 0.690 -2.686 -0.279
C 0.93597 0.74853 0.10759 -1.789 -0.550 3.419
C 1.25634 -1.27699 0.19852 3.062 -1.556 -4.868
C -0.10300 -0.46266 -0.16445 7.865 -1.911 2.229
H -2.03964 -1.85041 -0.28864 -1.906 3.611 -1.175
H -1.82882 -0.48340 1.45773 1.808 0.744 -0.835
H -2.22244 1.79776 0.35835 2.471 0.107 -1.475
H 0.25990 2.79909 -0.56800 0.272 2.634 -0.481
H 1.02250 0.94575 1.28619 -0.106 -0.872 -2.099
H 2.33584 0.07478 -1.22181 -0.228 -0.827 1.359
H 1.43568 -1.85787 1.10582 0.077 1.049 0.341
H 1.81207 -2.02110 -0.69150 -2.418 1.325 2.352
H -0.14209 -0.59313 -1.21679 -0.621 0.293 -0.899
N 2.19243 0.02091 -0.17571 -1.825 -0.424 -0.452
O -2.36746 -0.82349 -0.46137 1.460 -3.821 1.372
```
Forces are in eV/Å.

Output
- SMILES: O[C@@H]1C=C[C@@H]2NC[C@@H]12
- Multiplicity: 1
- LUMO: 0.0278 Eh
- Highest occupied orbital energy: -8.781 eV
- ΔE to the lowest compared entry with this formula, charge and spin: 7.093 eV
- Energy: -9898.511 eV

Results of the Mulliken charge analysis, in e, for atoms 1 through 8: 0.1894, -0.4707, -0.8219, 0.0598, -0.6095, -0.0040, 0.3566, 0.2987



ΔE to the lowest compared entry with this formula, charge and spin of number 5 (C6H9NO)?
4.984 eV